Record 1
{
  "formula": "C4H11O3",
  "method": "wB97M-V/def2-TZVPD",
  "symbols": ["C", "O", "C", "C", "C", "O", "H", "H", "H", "H", "H", "H", "H", "H", "H", "H", "H", "O"],
  "xyz": [[0.5917, -0.9106, -1.5193], [0.2338, -0.0442, -2.5004], [-0.5445, -0.6927, -0.4228], [-0.6561, 0.8060, -0.2507], [-0.8182, 1.2149, 1.3320], [-0.5549, 0.1094, 2.1053], [0.6670, -1.9860, -1.7359], [1.6288, -0.6693, -1.2221], [-0.4439, -0.5191, -3.1504], [-0.3202, -1.2830, 0.5205], [-1.4580, -0.9919, -0.8601], [0.1118, 1.4220, -0.6359], [-1.4351, 1.2456, -0.7996], [-1.8251, 1.6119, 1.6910], [-0.0502, 1.9472, 1.5057], [2.0791, -0.0750, 2.3866], [0.8738, -0.4681, 1.7468], [1.9202, -0.7172, 1.8091]],
  "atomic_forces_ev_per_a": [[-0.599, -1.308, 3.347], [-2.047, -0.652, -5.706], [3.219, -0.264, 0.004], [-0.838, 0.722, 3.353], [-0.372, -2.129, -0.046], [0.457, -0.098, 0.305], [-0.306, 0.063, -0.734], [-0.650, 0.311, 0.507], [2.145, 1.616, 2.213], [-0.597, 1.063, -1.061], [-1.075, -0.992, -0.527], [1.736, -0.028, -0.227], [-1.816, 0.123, -0.795], [0.639, 0.125, -1.114], [0.365, 1.230, 0.071], [1.644, 4.144, 3.978], [0.659, -0.341, 0.380], [-2.563, -3.583, -3.948]],
  "e_homo_ev": -2.9,
  "homo_lumo_gap_ha": 0.2364,
  "de_lowest_kcal_mol": 59.02,
  "total_charge": -1,
  "multiplicity": 1
}

---

Record 2
{
  "formula": "C37H33N6O4RuS",
  "method": "wB97M-V/def2-TZVPD",
  "symbols": ["Ru", "O", "C", "C", "C", "C", "C", "C", "C", "O", "N", "N", "C", "C", "C", "C", "C", "C", "C", "O", "H", "H", "H", "H", "H", "H", "H", "H", "H", "H", "N", "C", "C", "C", "C", "C", "C", "C", "H", "H", "H", "H", "S", "C", "C", "C", "N", "C", "C", "C", "C", "C", "N", "C", "C", "H", "H", "H", "H", "H", "H", "H", "H", "O", "C", "C", "C", "C", "C", "C", "N", "H", "H", "H", "H", "H", "H", "H", "H", "H", "H", "H"],
  "xyz": [[-1.2195, -0.0420, -0.6582], [-1.0103, -4.4318, 0.4136], [-0.4508, -4.7947, -0.7575], [-0.1516, -6.1897, -0.7653], [0.5441, -6.6996, -1.8254], [0.9139, -5.9203, -2.9141], [0.4284, -4.6321, -2.9877], [-0.2351, -3.9618, -1.9363], [-0.7167, -2.6647, -1.9197], [-1.5607, -2.2745, -1.0652], [-0.3637, -1.7711, -2.9574], [-0.8429, -0.6384, -2.7210], [-0.8530, 0.3505, -3.6306], [-1.7882, 1.3533, -3.5503], [-1.9264, 2.2178, -4.6498], [-2.9350, 3.1868, -4.7542], [-3.8618, 3.2853, -3.6908], [-3.7573, 2.4458, -2.6013], [-2.8385, 1.4314, -2.5311], [-2.9681, 0.6082, -1.5033], [-1.2308, -3.4750, 0.2935], [-0.3556, -6.8608, 0.1087], [0.8959, -7.7423, -1.6714], [1.4557, -6.3736, -3.7138], [0.6677, -4.1303, -3.9604], [-0.3276, 0.1381, -4.5353], [-1.3049, 2.0286, -5.5199], [-3.0790, 3.6482, -5.6743], [-4.6517, 4.0719, -3.6615], [-4.5903, 2.4673, -1.8238], [-2.9869, 1.5212, 6.2574], [-2.7692, 1.4180, 5.1224], [-2.4451, 1.2848, 3.7728], [-3.3974, 0.6534, 2.9338], [-3.0976, 0.4156, 1.5742], [-1.7674, 0.6748, 1.1506], [-0.8753, 1.2840, 2.0369], [-1.2397, 1.6906, 3.3126], [-4.4074, 0.3980, 3.3004], [-3.9393, 0.1366, 0.8995], [0.0609, 1.6368, 1.7157], [-0.5339, 2.1289, 3.9766], [4.8865, -1.9049, 1.6244], [3.3280, -1.3327, 1.0825], [2.1148, -1.8465, 1.6003], [0.8640, -1.4719, 1.1298], [0.7455, -0.6658, 0.0176], [1.9230, -0.2102, -0.5349], [3.2035, -0.5097, -0.0126], [4.4738, -3.0844, 2.8652], [4.5497, -4.4372, 2.6245], [4.1889, -5.3029, 3.5965], [3.7401, -4.9544, 4.7950], [3.7298, -3.6587, 5.0172], [4.0295, -2.6537, 4.0959], [2.1495, -2.6185, 2.3370], [-0.0557, -1.7942, 1.5655], [1.9479, 0.5657, -1.3188], [4.0125, -0.0265, -0.6103], [4.7564, -4.8804, 1.6787], [4.1386, -6.3620, 3.3951], [3.2592, -3.3395, 5.9169], [3.9908, -1.6008, 4.3012], [-0.4215, 2.2831, -0.8801], [-0.7642, 3.4292, -1.1585], [-1.8599, 4.0988, -0.4255], [-1.1257, 4.6384, 0.8130], [0.2382, 5.2953, 0.7155], [1.4484, 4.4669, 0.1797], [1.4699, 4.2298, -1.3449], [0.0744, 4.2339, -1.8904], [-2.5976, 3.3810, 0.0351], [-2.3521, 4.9068, -0.9099], [-1.0972, 3.8775, 1.6439], [-1.8230, 5.3894, 1.2285], [0.3903, 5.5808, 1.7582], [0.2803, 6.3479, 0.2920], [1.4536, 3.5009, 0.7557], [2.3806, 4.9881, 0.4050], [2.0003, 3.3308, -1.6656], [2.0549, 5.0087, -1.8787], [-0.2141, 5.2285, -1.7284]],
  "atomic_forces_ev_per_a": [[-0.564, 0.746, -0.109], [0.242, 1.718, -0.983], [-0.648, -1.646, 0.206], [0.216, 0.651, 0.389], [0.747, -1.333, 1.075], [-1.040, 0.409, 0.221], [1.351, 0.592, -1.921], [0.645, -3.458, 1.641], [-1.302, 2.127, -0.457], [0.698, -0.389, 0.480], [1.090, -2.254, -0.925], [-0.449, 2.724, 0.829], [-0.049, -2.176, 0.138], [-1.370, 0.862, 0.671], [-1.094, 1.308, -0.990], [0.931, -2.376, 1.595], [0.013, 0.846, 0.234], [-2.789, 0.996, 0.339], [1.134, -1.331, 1.195], [0.653, 0.309, -0.326], [-0.344, -0.597, 0.251], [-0.013, 1.159, -0.820], [-0.306, 0.717, -0.698], [0.239, 0.042, -0.482], [-0.502, 0.000, 1.213], [0.485, 0.188, -0.689], [0.167, 0.207, 0.157], [-0.134, 1.144, -1.249], [0.662, -0.806, -0.330], [1.470, -0.019, -0.960], [0.185, -0.134, -1.313], [-0.569, 0.555, 3.124], [-2.217, -1.239, -0.918], [-0.145, 0.102, -0.946], [-0.051, 0.619, 0.955], [-0.520, -0.484, 0.197], [-1.032, 0.556, 0.120], [0.949, -0.950, -1.007], [0.767, 0.235, -0.012], [1.085, -0.117, 0.413], [1.288, -0.052, -0.670], [0.420, 0.509, 0.324], [0.380, 0.494, -0.502], [-0.936, -1.356, 0.180], [-0.439, 0.159, -0.232], [1.634, 0.942, -1.776], [1.197, 0.386, 0.510], [0.095, 0.018, 1.426], [-0.843, 1.441, -1.883], [-0.161, 0.464, -0.031], [0.094, 0.206, -0.967], [-0.732, -1.481, 0.946], [0.412, 0.114, -0.019], [-1.100, 1.199, 0.144], [0.787, -0.873, -0.066], [-0.053, -0.089, 0.580], [-0.315, -0.292, 0.276], [-0.832, -0.779, 0.173], [-0.340, -0.713, 1.007], [0.468, 0.196, -0.731], [0.255, -0.198, -0.118], [0.037, 0.084, 0.969], [-0.204, 0.184, 0.356], [0.233, -0.452, -0.515], [0.459, -0.369, 0.083], [-0.542, -1.400, 1.614], [-0.904, 0.430, 1.428], [1.036, 1.486, -0.060], [-0.163, -0.611, 0.627], [0.249, 0.048, -0.668], [0.131, 1.887, 0.885], [0.568, 0.529, -1.130], [-0.333, 0.509, -0.772], [0.174, 0.390, -1.168], [0.363, -0.119, -0.079], [0.667, -0.344, 0.129], [-0.536, -1.195, -0.290], [0.104, 0.709, -0.668], [-0.098, -0.027, 0.311], [-0.311, -0.242, 0.429], [-0.727, -0.076, 0.405], [-0.068, -1.216, -0.772]],
  "e_homo_ev": [-10.6, -11.3],
  "homo_lumo_gap_ha": [0.2577, 0.2162],
  "total_charge": 1,
  "multiplicity": 5
}

---

Record 3
{
  "formula": "C23H66AgN9O8",
  "method": "wB97M-V/def2-TZVPD",
  "symbols": ["Ag", "C", "O", "H", "H", "H", "C", "C", "C", "O", "C", "N", "H", "H", "H", "H", "H", "H", "H", "H", "H", "H", "H", "C", "C", "C", "O", "C", "N", "H", "H", "H", "H", "H", "H", "H", "H", "H", "H", "H", "C", "C", "C", "O", "C", "N", "H", "H", "H", "H", "H", "H", "H", "H", "H", "H", "H", "C", "C", "C", "O", "C", "N", "H", "H", "H", "H", "H", "H", "H", "H", "H", "H", "H", "C", "C", "C", "O", "C", "N", "H", "H", "H", "H", "H", "H", "H", "H", "H", "H", "H", "C", "O", "N", "N", "H", "H", "H", "H", "C", "O", "N", "N", "H", "H", "H", "H"],
  "xyz": [[1.3984, 1.9492, 1.1245], [-0.6248, 0.1493, -0.3645], [0.7817, 0.2855, -0.5159], [-0.9545, -0.3946, -1.2759], [-0.9372, -0.5683, 0.4048], [-1.1563, 1.1038, -0.4463], [3.0422, 0.0038, 4.0217], [1.5708, -0.3352, 4.0575], [0.9401, -0.0100, 5.4177], [-0.3981, -0.3849, 5.4414], [-0.9050, -0.5375, 6.7389], [0.8261, 0.5163, 3.0216], [3.1810, 1.0840, 3.9633], [3.6448, -0.4371, 3.2260], [3.5179, -0.4277, 4.9087], [1.2595, -1.3664, 3.8755], [1.1635, 1.0276, 5.7084], [1.5395, -0.5864, 6.1389], [-1.9191, -0.9368, 6.7816], [-0.9157, 0.4365, 7.2403], [-0.3408, -1.2729, 7.3264], [-0.0854, 0.0560, 3.0118], [0.6646, 1.3191, 3.6307], [5.0973, 5.6439, 1.8073], [4.6210, 4.1856, 1.7250], [4.1000, 3.6981, 0.3730], [3.5819, 2.3585, 0.4667], [4.1072, 1.5730, -0.6033], [5.6382, 3.2524, 2.3021], [4.2512, 6.2201, 2.1800], [5.5822, 5.9335, 0.8771], [5.8361, 5.7325, 2.6041], [3.8020, 4.0447, 2.4506], [4.7900, 4.0195, -0.4043], [3.1808, 4.2946, 0.3471], [3.4641, 0.6932, -0.7254], [5.1345, 1.2805, -0.3959], [3.9693, 1.9441, -1.6250], [5.5733, 3.3519, 3.3064], [5.3566, 2.3106, 2.0486], [-5.4435, 2.4168, -2.3404], [-4.5890, 2.6318, -1.0942], [-4.1133, 4.1062, -0.9639], [-3.3714, 4.5493, -2.0770], [-2.3336, 3.7386, -2.5722], [-5.3366, 2.3580, 0.1571], [-5.7561, 1.3845, -2.4864], [-4.9179, 2.8723, -3.1836], [-6.3618, 3.0110, -2.3003], [-3.7011, 2.0030, -1.0174], [-3.6668, 4.1945, 0.0338], [-4.9594, 4.7953, -0.9188], [-2.5368, 2.6692, -2.6615], [-1.4247, 3.8481, -1.9673], [-2.1089, 4.1719, -3.5460], [-5.9375, 3.1528, 0.3563], [-5.9651, 1.5828, -0.0267], [-2.2691, -4.2833, -3.5016], [-1.2686, -3.4161, -4.2175], [-1.8988, -2.0250, -4.4603], [-1.0841, -1.3026, -5.3690], [-1.7969, -0.1976, -5.8602], [-0.0413, -3.2537, -3.4501], [-2.6019, -3.8081, -2.5745], [-1.8090, -5.2304, -3.2025], [-3.1455, -4.6202, -4.0564], [-1.0196, -3.7310, -5.2326], [-1.9013, -1.5119, -3.4833], [-2.9480, -2.0163, -4.7799], [-2.3124, 0.4340, -5.1206], [-2.5884, -0.4522, -6.5723], [-1.0979, 0.5209, -6.2924], [-0.2205, -2.6559, -2.6428], [0.5910, -2.6594, -3.9819], [-0.0941, -4.5401, -0.2239], [-1.0076, -4.6976, 1.0060], [-0.7114, -3.6811, 2.0846], [-1.5427, -3.9578, 3.2065], [-1.5604, -2.8988, 4.1309], [-2.4171, -4.7141, 0.6106], [-0.2814, -3.5209, -0.5749], [-0.3176, -5.3002, -0.9675], [0.9423, -4.6736, 0.0865], [-0.7267, -5.6934, 1.3660], [-0.8570, -2.6429, 1.7619], [0.3387, -3.8222, 2.3739], [-2.3291, -3.0858, 4.8831], [-2.0004, -2.0111, 3.6522], [-0.5743, -2.6995, 4.5447], [-2.6572, -3.9818, -0.0533], [-2.9330, -4.4396, 1.4459], [1.2097, 1.7739, -3.9052], [1.4008, 2.3390, -4.9908], [0.9612, 2.4589, -2.7450], [1.0690, 0.4408, -3.7733], [0.6975, 1.9180, -1.9357], [0.7656, 3.4368, -2.8535], [0.7091, 0.1289, -2.8809], [1.3117, -0.2533, -4.4514], [2.2670, -3.0754, 0.0699], [2.6518, -4.2046, 0.3902], [1.9259, -2.1065, 0.9809], [2.2251, -2.6031, -1.1963], [1.5016, -1.3063, 0.5199], [2.0118, -2.2291, 1.9672], [2.4328, -3.2350, -1.9492], [2.1453, -1.6097, -1.3450]],
  "atomic_forces_ev_per_a": [[-0.133, -1.411, -0.400], [1.021, -1.104, -2.182], [-0.203, 0.928, 0.944], [-0.395, 0.070, 0.007], [-0.097, 0.662, 0.664], [-0.264, -0.012, 0.770], [0.489, -0.814, 0.383], [-1.156, 0.943, -0.774], [1.824, -0.730, 0.378], [-0.351, -0.015, -0.470], [-0.164, 0.053, 0.984], [0.148, -0.351, 1.341], [0.024, 0.025, 0.264], [-0.585, -0.007, -0.447], [0.005, 0.487, 0.207], [0.647, -0.127, -0.243], [-0.526, 0.283, -0.177], [-0.295, -0.193, 0.197], [-0.074, 0.224, -0.781], [0.077, -0.136, 0.220], [0.388, 0.264, -0.074], [-0.104, 0.354, -0.528], [-0.392, 0.370, -0.476], [-0.250, -1.040, 0.368], [0.512, -1.596, 1.891], [-1.462, 1.935, 2.181], [1.507, 0.646, -1.281], [-0.893, -1.687, -0.679], [0.159, 0.457, -1.065], [0.064, 0.588, -0.807], [-0.315, 0.512, -0.006], [0.148, -0.208, -0.095], [-0.520, 0.544, -0.478], [-0.050, -1.020, -0.471], [0.198, 0.367, -1.011], [0.231, -0.213, 0.778], [0.062, 0.084, -0.107], [0.340, 1.068, 0.375], [0.224, -0.256, 0.048], [0.071, -0.058, 0.292], [0.315, 0.802, -0.076], [-0.785, 0.926, 1.050], [-0.501, -0.877, -0.246], [-0.219, 0.019, 0.263], [0.674, 0.532, 0.075], [0.017, -0.007, -0.254], [0.353, -0.083, -0.215], [0.034, -0.658, -0.315], [-0.001, 0.011, 0.435], [-0.059, -0.196, -0.510], [0.799, 0.057, -0.228], [-0.275, -0.181, -0.170], [-0.296, 0.115, -0.070], [-0.049, -0.076, 0.169], [0.072, -0.309, -0.117], [-0.074, -0.057, 0.006], [0.025, -0.055, 0.224], [0.204, -1.220, 0.559], [-0.877, 1.655, -0.707], [0.293, -0.118, 0.606], [-0.734, 0.067, 0.197], [0.055, 1.392, -0.265], [0.527, 0.233, 0.034], [-0.041, 0.069, -0.058], [0.209, 0.182, 0.120], [-0.004, 0.590, -0.336], [0.097, -0.637, 0.184], [-0.027, 0.141, -0.016], [0.090, -0.410, -0.329], [0.156, -0.527, 0.598], [0.242, -0.347, -0.199], [0.124, -0.376, -0.356], [-0.206, -0.421, 0.224], [0.016, -0.280, -0.297], [-0.903, 0.258, 1.095], [0.347, -0.571, -1.242], [0.424, -0.592, 0.443], [-0.143, 0.003, 0.032], [-1.057, 0.145, -0.612], [-0.413, 0.269, 0.654], [0.279, -0.162, -0.538], [-0.280, 0.188, -0.173], [-0.727, -0.123, -0.261], [-0.449, 0.056, 0.530], [-0.077, 0.007, -0.215], [0.022, 0.236, 0.071], [0.468, -0.559, 0.341], [0.646, 0.313, -0.166], [-0.030, 0.080, 0.178], [0.487, -0.030, -0.179], [-0.220, -0.396, -0.065], [-0.693, 0.984, -1.957], [0.320, -0.405, 1.105], [0.404, 0.004, -0.170], [-0.064, -0.823, 1.211], [0.020, 0.077, 0.450], [-0.043, -0.040, 0.127], [0.291, -0.294, -0.003], [-0.074, 0.366, -0.455], [1.749, -0.096, 1.515], [0.251, 0.862, -0.258], [-0.159, -0.007, -1.333], [-0.003, -0.137, -0.468], [-0.174, 0.719, 0.789], [-0.044, -0.191, -0.001], [-0.030, 0.051, 0.026], [-0.192, -0.032, -0.191]],
  "e_homo_ev": -8.6,
  "homo_lumo_gap_ha": 0.2790,
  "de_lowest_kcal_mol": 0.00,
  "multiplicity": 1
}

---

For each record above, in turn, the calculated M values are 107.13; 758.85; 704.70 u.
For each record above, in turn, the calculated max |F| values are 0.11857; 0.07548; 0.06344 hartree/bohr.